Entry from the Open Molecules 2025 dataset: a cluster of 2 separate species, C3H9OS in total (ωB97M-V/def2-TZVPD).

Properties
Relative energy (zero: lowest compared OMol25 entry of this formula, charge and spin) = 61.95 kcal/mol
Electronic energy = -16138.3701 eV
Net charge = -1
Molecular weight = 93.17 g/mol
HOMO level = -0.089 Ha
Orbital gap = 5.94 eV
Spin multiplicity = 1

XYZ file:
```
14
Properties=species:S:1:pos:R:3:lowdin_charge:R:1
C 1.844 -2.147 1.380 -0.499
O 0.865 -1.236 1.225 -0.421
H 1.487 -3.124 0.933 0.030
H 2.832 -1.838 0.998 0.020
H 2.144 -2.545 2.430 0.027
C 0.056 -0.041 -1.646 -0.442
S -1.224 1.082 -0.923 0.664
C -0.600 1.507 0.761 -0.436
H -0.489 -0.962 -1.921 0.011
H 0.643 -0.638 -0.900 0.025
H 0.578 0.344 -2.515 0.002
H 0.034 2.393 0.764 0.010
H -1.552 1.874 1.179 -0.004
H -0.261 0.672 1.407 0.012
```